5 unconnected molecules or ions with the total composition C22H41F9O11S6 in a non-equilibrium geometry. Source: OMol25; level of theory: wB97M-V/def2-TZVPD.

```
89
Properties=species:S:1:pos:R:3:mulliken_charge:R:1
S -1.20 8.28 8.08 1.012
S 0.56 -9.64 -5.39 0.741
S -0.28 -2.35 -2.35 1.205
S -1.72 6.97 2.95 1.150
S -2.57 2.17 -0.82 1.204
S 3.22 -7.58 -1.09 1.136
F 5.24 -5.10 -3.66 -0.359
F 2.62 -6.13 -0.56 -0.254
F 3.04 -5.11 -3.19 -0.145
F 4.29 -7.67 0.20 -0.332
F 3.77 -9.11 -1.51 -0.349
F 2.17 -7.69 -2.35 -0.243
F 2.08 -8.32 -0.14 -0.282
F 5.29 -5.89 -1.26 -0.264
F 5.52 -7.79 -2.40 -0.241
O -1.27 2.29 -1.43 -0.669
O -0.50 7.64 3.34 -0.692
O -1.55 -2.59 -1.71 -0.647
O -2.78 2.38 0.60 -0.659
O -1.41 8.03 9.48 -0.677
O -0.14 -2.33 -3.79 -0.712
O 0.11 -8.36 -6.37 -0.300
O -2.53 7.42 1.84 -0.686
O 0.31 -11.03 -6.35 -0.507
O -0.36 -9.69 -4.22 -0.530
O -1.91 7.56 7.05 -0.653
C 1.95 -2.58 -0.93 -0.634
C -2.11 4.52 3.91 -0.668
C 1.22 -1.31 -0.48 -0.855
C 0.42 -0.85 -1.69 0.152
C -1.40 5.22 2.75 -0.345
C -3.30 5.39 4.31 -0.735
C -4.50 0.92 -2.15 -0.806
C -3.73 3.18 -1.73 -0.698
C 4.58 -6.79 -2.09 0.603
C -2.77 6.81 4.39 -0.318
C 0.56 8.20 7.75 -0.606
C 0.98 9.61 7.33 -0.603
C 2.60 -7.80 -6.64 -0.880
C 1.17 -8.02 -7.31 -0.564
C 4.14 -5.97 -3.38 0.782
C 0.94 -3.46 -1.66 0.065
C 2.57 -6.76 -5.40 -0.035
C 0.02 10.60 8.01 -0.599
C -1.38 10.03 7.78 -0.666
C -3.28 0.60 -1.29 -0.142
C -4.25 2.27 -2.83 -0.608
C 4.01 -6.86 -4.71 -1.131
H -2.42 3.51 3.63 0.343
H 3.11 -8.78 -6.34 0.342
H -3.50 2.15 -3.61 0.291
H 0.90 9.72 6.24 0.286
H -5.39 0.99 -1.52 0.309
H 1.07 -0.42 -2.45 0.386
H -3.74 5.07 5.26 0.375
H 0.55 -1.55 0.35 0.328
H 3.31 -7.32 -7.40 0.436
H 0.43 -4.14 -0.97 0.377
H -4.53 3.48 -1.05 0.360
H 2.01 9.81 7.60 0.324
H 1.41 -4.03 -2.46 -0.209
H -2.14 6.95 5.27 0.139
H -3.55 7.56 4.36 0.470
H 1.91 -0.54 -0.14 0.389
H 1.28 -8.88 -8.06 0.316
H -3.55 0.04 -0.40 0.473
H -0.38 -0.15 -1.43 -0.428
H -5.16 2.67 -3.29 0.351
H 4.25 -7.96 -4.53 0.347
H -4.08 5.32 3.54 0.330
H -1.43 4.42 4.76 0.299
H 0.86 -7.11 -7.91 0.346
H -2.13 10.45 8.46 0.388
H 0.23 10.64 9.08 0.302
H 0.51 -11.81 -5.80 0.356
H 0.11 11.60 7.60 0.345
H 1.06 7.89 8.66 0.350
H -1.70 10.16 6.74 0.351
H -0.32 5.04 2.78 0.370
H 1.70 -7.03 -4.72 0.271
H 4.76 -6.50 -5.49 0.370
H 2.76 -2.31 -1.61 0.329
H -3.22 4.07 -2.11 0.418
H 2.40 -3.11 -0.08 0.364
H -2.53 0.04 -1.86 -0.204
H -4.69 0.13 -2.88 0.365
H 0.74 7.48 6.95 0.339
H -1.80 4.91 1.79 0.076
H 2.46 -5.73 -5.85 0.271
```

Orbital gap   8.62 eV

***

7 unconnected molecules or ions with the total composition C14H32Br8N2O5 in a non-equilibrium geometry. Source: OMol25; level of theory: wB97M-V/def2-TZVPD.

```
61
Properties=species:S:1:pos:R:3:nbo_charge:R:1
Br -1.75 -2.99 -0.16 0.011
Br -5.50 2.50 -3.07 -0.018
Br -0.01 0.97 4.76 0.020
Br -0.70 4.64 -1.99 -0.019
Br -6.24 0.30 0.87 -0.013
Br -2.11 0.34 -2.83 -0.019
Br -0.77 -5.55 -3.83 -0.010
Br 1.69 3.34 2.84 -0.006
O -2.55 0.13 0.52 -0.352
O 1.41 2.61 -0.85 -0.389
O 2.77 1.38 0.19 -0.390
O 2.10 -2.49 0.10 -0.566
O -1.87 1.83 1.67 -0.419
N 2.47 2.41 -0.36 0.552
N -1.71 0.75 1.09 0.536
C 1.89 1.17 4.69 -0.470
C 2.25 2.61 4.52 -0.454
C -1.64 2.94 -1.83 -0.445
C 2.18 -3.21 2.44 -0.623
C 2.87 -2.47 1.31 -0.054
C -1.83 -3.72 -1.94 -0.455
C 2.82 -2.52 -1.14 -0.053
C -6.32 1.90 -1.42 -0.443
C -0.33 0.26 1.03 -0.506
C -0.98 1.92 -2.76 -0.443
C 3.47 3.48 -0.42 -0.487
C 2.10 -1.66 -2.17 -0.632
C -0.77 -4.79 -2.05 -0.450
C -5.35 0.99 -0.70 -0.444
H -6.54 2.77 -0.83 0.226
H -1.65 -2.93 -2.67 0.229
H 3.85 -2.96 1.16 0.165
H -5.05 0.13 -1.28 0.229
H -0.22 -0.48 0.27 0.243
H 1.94 -4.23 2.16 0.215
H 2.83 -3.22 3.33 0.208
H 3.39 3.99 -1.36 0.238
H 2.86 -3.57 -1.49 0.162
H -7.24 1.40 -1.69 0.226
H -0.94 -5.59 -1.35 0.226
H 3.86 -2.20 -0.99 0.169
H -2.83 -4.11 -2.09 0.226
H 0.21 -4.37 -1.86 0.225
H 4.42 3.02 -0.23 0.231
H 3.05 -1.43 1.65 0.166
H 3.23 4.14 0.41 0.248
H 0.25 1.14 0.75 0.245
H -1.58 2.66 -0.79 0.226
H -0.02 1.60 -2.38 0.236
H 2.26 -0.60 -1.95 0.207
H -0.87 2.29 -3.77 0.226
H 1.25 -2.70 2.76 0.208
H 2.28 0.80 5.63 0.232
H 1.74 3.18 5.28 0.231
H -4.46 1.51 -0.36 0.237
H 2.43 -1.85 -3.19 0.215
H 3.32 2.73 4.60 0.229
H -2.68 3.13 -2.09 0.237
H -0.01 -0.03 2.02 0.238
H 1.03 -1.83 -2.08 0.216
H 2.27 0.51 3.91 0.227
```

Orbital gap   9.83 eV
Structure (SMILES)   C[N+](=O)[O-].C[N+](=O)[O-].BrCCBr.BrCCBr.BrCCBr.BrCCBr.CCOCC
Relative energy (zero: lowest compared OMol25 entry of this formula, charge and spin)   0.115 eV

***

C6H8OS in the gas phase in a non-equilibrium geometry. Source: OMol25; level of theory: wB97M-V/def2-TZVPD.

```
16
Properties=species:S:1:pos:R:3:nbo_charge:R:1
S 0.27 1.62 -1.39 1.091
O 0.14 1.82 -2.83 -0.977
C 0.39 -0.19 -1.10 -0.176
C 0.47 -1.01 -2.34 -0.655
C -0.29 0.23 2.35 0.133
C 0.35 0.41 1.23 -0.351
C 0.42 -0.58 0.17 -0.215
C -0.94 0.03 3.45 -0.483
H -0.30 -0.68 -3.03 0.244
H 0.36 -2.07 -2.12 0.225
H -1.99 0.27 3.53 0.226
H 1.43 -0.85 -2.83 0.234
H -1.07 1.61 -0.91 0.025
H 0.43 -1.62 0.44 0.220
H 0.82 1.37 1.03 0.233
H -0.48 -0.37 4.34 0.226
```

Orbital gap   9.38 eV
Relative energy (zero: lowest compared OMol25 entry of this formula, charge and spin)   3.396 eV

***

Repeat the third record exactly.
C6H8OS in the gas phase in a non-equilibrium geometry. Source: OMol25; level of theory: wB97M-V/def2-TZVPD.

```
16
Properties=species:S:1:pos:R:3:nbo_charge:R:1
S 0.27 1.62 -1.39 1.091
O 0.14 1.82 -2.83 -0.977
C 0.39 -0.19 -1.10 -0.176
C 0.47 -1.01 -2.34 -0.655
C -0.29 0.23 2.35 0.133
C 0.35 0.41 1.23 -0.351
C 0.42 -0.58 0.17 -0.215
C -0.94 0.03 3.45 -0.483
H -0.30 -0.68 -3.03 0.244
H 0.36 -2.07 -2.12 0.225
H -1.99 0.27 3.53 0.226
H 1.43 -0.85 -2.83 0.234
H -1.07 1.61 -0.91 0.025
H 0.43 -1.62 0.44 0.220
H 0.82 1.37 1.03 0.233
H -0.48 -0.37 4.34 0.226
```

Orbital gap   9.38 eV
Relative energy (zero: lowest compared OMol25 entry of this formula, charge and spin)   3.396 eV

***

Question: What is the orbital gap in the first record?
Answer: 8.62 eV